DFT (ωB97M-V with the def2-TZVPD basis set) results for a structure of composition C36H36N5O2ReS2Te.

Geometry (Å):
Re -1.20701 0.34170 0.41241
Te 0.77162 0.62645 2.25093
C 0.17477 2.18619 3.51173
C 1.22642 2.90151 4.07090
C 0.93771 3.89715 4.99718
C -0.37789 4.16164 5.34370
C -1.41858 3.43704 4.77098
C -1.14929 2.44282 3.84403
C 0.32716 -1.00314 3.48124
C 1.32587 -1.95988 3.60966
C 1.10473 -3.03591 4.46206
C -0.09120 -3.13733 5.15499
C -1.08202 -2.17092 5.00712
C -0.87854 -1.08954 4.16612
H 2.25701 2.69417 3.81297
H 1.74557 4.45377 5.45019
H -0.59600 4.93018 6.07174
H -2.44050 3.63759 5.06264
H -1.96398 1.87604 3.40783
H 2.26395 -1.87875 3.07404
H 1.87444 -3.78493 4.58777
H -0.25362 -3.97070 5.82492
H -2.00982 -2.25760 5.55454
H -1.64594 -0.33052 4.07055
C 5.66730 -3.86297 -4.74394
C 4.27546 -3.29587 -4.75658
C 3.70849 -2.87416 -5.95340
C 2.44420 -2.30452 -5.99489
C 1.71545 -2.18628 -4.82715
C 2.26992 -2.62376 -3.63234
N 1.45667 -2.45971 -2.45177
C 0.96428 -3.43591 -1.68924
C 1.25789 -4.79793 -1.95723
C 0.77045 -5.78549 -1.15930
C -0.04673 -5.51726 -0.02143
C -0.37986 -4.23993 0.25362
C 0.10258 -3.15174 -0.56824
C -0.30223 -1.88549 -0.21408
O -1.10834 -1.61234 0.80450
O 0.03132 -0.71990 -0.79550
C 3.55939 -3.14829 -3.55684
C 4.23649 -3.46810 -2.25028
H 5.97401 -4.15121 -5.74685
H 5.74593 -4.73853 -4.10097
H 6.38544 -3.12660 -4.37654
H 4.27264 -2.98951 -6.86982
H 2.02202 -1.98308 -6.93671
H 0.70174 -1.80406 -4.84286
H 1.08110 -1.53711 -2.30780
H 1.85720 -5.04194 -2.82138
H 1.01011 -6.81213 -1.40461
H -0.40370 -6.32900 0.59435
H -1.01480 -4.00402 1.09495
H 4.47839 -4.52802 -2.15915
H 3.63390 -3.18652 -1.38954
H 5.18179 -2.92711 -2.18664
S -3.47721 0.51297 0.90917
C -4.18954 1.75648 -0.13494
N -4.07411 3.05314 0.22554
C -4.69259 4.05962 -0.41833
C -5.48692 3.78652 -1.50646
C -5.63031 2.46373 -1.90874
C -4.97999 1.44332 -1.22356
H -3.50193 3.27169 1.03687
H -4.53283 5.05040 -0.02016
H -5.99348 4.59268 -2.01650
H -6.26308 2.22088 -2.75244
H -5.10545 0.40798 -1.50622
C -1.96071 6.35529 0.76675
C -0.57074 5.71986 0.72119
C -0.57758 4.41302 -0.00841
N -0.98389 3.30594 0.50281
N -0.87519 2.24907 -0.38490
C -0.39670 2.59572 -1.57958
N -0.22085 1.73713 -2.58680
S -0.04927 4.27333 -1.66638
H -1.91185 7.32657 1.25333
H -2.64921 5.73205 1.34118
H -2.35813 6.51205 -0.23726
H -0.20748 5.52159 1.73064
H 0.13810 6.39738 0.24570
H -0.12637 0.75115 -2.38424
H 0.23395 2.05191 -3.43078

Its expectation value of S² is 3.796. As for the spin multiplicity: 4. As for the frontier orbital gap (spin up / spin down): 4.946 / 4.953 eV. As for the total charge: +3.

***

DFT (ωB97M-V with the def2-TZVPD basis set) results for a structure of composition C36H36NO2PtSeSi.

Geometry (Å):
Pt -0.20900 -0.27559 0.03337
O 1.70952 -0.06104 0.32201
C 2.32279 1.19941 0.52748
C 1.53555 2.00539 1.58870
C 0.21928 2.58020 1.15183
C -0.03560 3.94061 1.22299
C -1.28047 4.42169 0.85972
C -2.26284 3.52966 0.46779
C -1.97114 2.17761 0.42760
C -3.01567 1.15810 0.08146
C -2.81679 0.46676 -1.27978
O -1.65064 -0.34534 -1.28227
C -2.68784 1.54725 -2.35126
C -3.83136 2.16805 -2.84276
C -3.72696 3.22805 -3.73022
C -2.47765 3.67525 -4.13832
C -1.33556 3.05501 -3.65550
C -1.43851 1.99644 -2.76318
C -3.94801 -0.51158 -1.59066
C -4.97941 -0.79864 -0.70784
C -5.95660 -1.72954 -1.04758
C -5.90376 -2.38281 -2.26573
C -4.86921 -2.10350 -3.15214
C -3.90068 -1.17609 -2.81618
N -0.74106 1.73822 0.74223
C 2.37634 1.94754 -0.80269
C 2.24796 1.27020 -2.00935
C 2.31997 1.95510 -3.21595
C 2.52811 3.32518 -3.23117
C 2.67336 4.00785 -2.03098
C 2.60134 3.32228 -0.82884
C 3.71983 0.89970 1.07852
C 3.83012 0.21563 2.29043
C 5.07043 -0.09352 2.82191
C 6.22593 0.27707 2.14742
C 6.12713 0.94627 0.93943
C 4.88225 1.25401 0.40501
H 2.16404 2.81500 1.95726
H 1.35809 1.34072 2.43679
H 0.74408 4.60820 1.56126
H -1.48884 5.48260 0.89519
H -3.25217 3.86817 0.19413
H -3.98371 1.65782 0.06732
H -3.04448 0.40173 0.86986
H -4.81002 1.81337 -2.54032
H -4.62384 3.69936 -4.11004
H -2.39663 4.49890 -4.83514
H -0.35595 3.39133 -3.96967
H -0.53488 1.52380 -2.39989
H -5.05302 -0.30420 0.25136
H -6.76002 -1.93647 -0.35299
H -6.66517 -3.10474 -2.52909
H -4.82340 -2.60867 -4.10781
H -3.09672 -0.95350 -3.50686
H 2.11046 0.19706 -2.00934
H 2.22048 1.41079 -4.14622
H 2.59011 3.85754 -4.17123
H 2.85116 5.07531 -2.03030
H 2.74684 3.86828 0.09509
H 2.93727 -0.09043 2.82443
H 5.13691 -0.62323 3.76322
H 7.19679 0.04167 2.56249
H 7.02222 1.23299 0.40338
H 4.82567 1.77021 -0.54361
C -0.46988 -5.13716 1.80218
Si 0.35563 -3.56412 1.26767
C 0.73615 -3.50025 -0.54945
C 1.76895 -3.01907 2.33966
Se -1.30554 -1.88968 1.66886
H 0.22566 -5.97078 1.67533
H -1.35589 -5.35054 1.20293
H -0.76156 -5.10080 2.85219
H 1.31518 -4.38698 -0.82263
H 1.34394 -2.62588 -0.79562
H -0.16814 -3.49636 -1.16079
H 2.55761 -3.77509 2.29858
H 1.47926 -2.89647 3.38368
H 2.17929 -2.08467 1.95379

Its expectation value of S² is 6.020. As for the spin multiplicity: 5. As for the frontier orbital gap (spin up / spin down): 8.585 / 5.345 eV. As for the total charge: +1. Its relative energy (zero: lowest compared OMol25 entry of this formula, charge and spin) is 0.0 kJ/mol.

***

DFT (ωB97M-V with the def2-TZVPD basis set) results for a structure of composition C36H37AsCl3N5OPSn at a distorted geometry.

Geometry (Å):
Sn 1.27979 -2.67930 -0.03415
Cl -2.07781 -6.66630 5.21895
C -1.36921 -6.05390 3.77215
C -0.30891 -5.16450 3.83285
C 0.22789 -4.68760 2.65325
Cl 1.53339 -3.56600 2.71775
C -0.23461 -5.05610 1.38555
O 0.25359 -4.57940 0.26715
C -1.28851 -5.98950 1.37785
Cl -1.86261 -6.52920 -0.14395
C -1.85921 -6.46600 2.54105
H 0.09489 -4.84200 4.77575
H -2.68411 -7.15670 2.48685
C 0.77079 -2.46970 -5.20215
N 2.12339 -2.46890 -4.67745
C 3.11659 -2.92780 -5.63455
C 2.31089 -2.51310 -3.33345
N 1.37689 -2.66600 -2.46205
N 3.61409 -2.27590 -2.93295
C 4.23369 -2.55540 -1.74325
N 5.56279 -2.30320 -1.73805
N 3.61859 -3.02600 -0.71745
H 0.79689 -2.04510 -6.20365
H 0.12769 -1.84220 -4.58705
H 0.35409 -3.47820 -5.27375
H 2.88469 -2.49520 -6.60565
H 3.08749 -4.01810 -5.72915
H 4.13109 -2.63450 -5.37555
H 0.48899 -2.94130 -2.86365
H 4.20529 -1.85670 -3.63605
H 6.06179 -1.97040 -2.54305
H 6.10219 -2.49960 -0.91245
H 4.24839 -3.25440 0.04465
C -2.04101 0.89210 -0.49075
C -1.69861 2.35680 -0.24235
As -1.19921 2.90080 1.63165
C -0.86261 4.78660 1.20445
C -1.64751 5.57790 0.37435
C -1.28341 6.88280 0.09075
C -0.12341 7.41720 0.62735
C 0.66539 6.64510 1.46325
C 0.29259 5.34310 1.74885
C -3.02751 2.96940 2.33085
C -3.66061 1.75160 2.56635
C -4.95581 1.70030 3.04655
C -5.63041 2.87560 3.33225
C -4.99671 4.09200 3.14495
C -3.70361 4.13880 2.65105
P -0.63061 -0.31880 -0.43475
C -0.14681 -0.16970 1.34035
C 0.97349 0.41340 1.92615
C 1.18009 0.30420 3.29315
C 0.26949 -0.36050 4.09635
C -0.85301 -0.93990 3.52945
C -1.04151 -0.86540 2.16175
C 0.56609 0.46210 -1.58485
C 0.09049 0.59490 -2.89305
C 0.91159 1.01770 -3.91965
C 2.23669 1.32920 -3.65865
C 2.73309 1.16270 -2.37915
C 1.91509 0.70920 -1.35625
H -2.48761 0.77960 -1.48755
H -2.78671 0.53710 0.22735
H -2.57221 2.95350 -0.52285
H -0.87061 2.65570 -0.89445
H -2.56071 5.17980 -0.05185
H -1.90791 7.48880 -0.55095
H 0.16519 8.43150 0.39205
H 1.56909 7.05900 1.88895
H 0.90429 4.73490 2.41015
H -3.11961 0.82910 2.38425
H -5.43721 0.74500 3.20455
H -6.64231 2.84140 3.70845
H -5.51271 5.01070 3.38465
H -3.21441 5.09630 2.51735
H 1.65319 1.01720 1.34455
H 2.05139 0.76360 3.73745
H 0.43029 -0.42710 5.16075
H -1.57451 -1.45580 4.14605
H -1.90951 -1.33810 1.71295
H -0.94241 0.35730 -3.10915
H 0.52449 1.09920 -4.92535
H 2.87289 1.69050 -4.45295
H 3.76849 1.39290 -2.17045
H 2.34659 0.56730 -0.37835

As for the frontier orbital gap: 7.543 eV. As for the total charge: +1.

***

DFT (ωB97M-V with the def2-TZVPD basis set) results for a structure of composition C36H37BaN9O4S.

Geometry (Å):
Ba -0.60376 -0.01010 0.15551
C 0.49562 3.83430 -0.98411
C 1.18522 3.06113 0.13798
C 0.36913 2.87819 1.42850
N 0.66824 1.55569 1.95695
C 1.69861 1.31950 2.69831
C 2.54991 2.35691 3.22196
C 3.49608 2.35363 4.21973
C 4.00879 1.31246 4.99521
C 3.71999 -0.03437 4.79996
C 2.90882 -0.66066 3.87735
C 2.00741 -0.15554 2.87696
N 1.39331 -0.93147 2.03760
C 1.69453 -2.33972 1.99897
C 1.03738 -3.04450 0.81241
C 1.68639 -2.82503 -0.55474
N 1.48700 -1.50101 -1.10821
C 2.04376 -1.21869 -2.25186
C 2.73790 -2.20685 -3.02858
C 3.51413 -2.14803 -4.17593
C 3.93346 -1.06947 -4.93271
C 3.56336 0.25599 -4.67695
C 2.67492 0.77699 -3.77365
C 1.80357 0.18260 -2.77721
N 0.80989 0.82866 -2.25790
C 0.37527 2.08318 -2.87796
C 1.00159 3.39399 -2.36161
H 0.66105 4.91031 -0.85616
H -0.58782 3.67988 -0.94162
H 2.17062 3.48737 0.35753
H 1.40979 2.05859 -0.23764
H -0.69859 2.89976 1.17699
H 0.52331 3.69638 2.14374
H 2.36344 3.33199 2.79080
H 3.90829 3.33691 4.43997
H 4.72721 1.56717 5.76620
H 4.24201 -0.71888 5.46697
H 2.92154 -1.74103 3.94440
H 1.34819 -2.83353 2.92075
H 2.78300 -2.51151 1.94691
H -0.03151 -2.81042 0.76506
H 1.08305 -4.12073 1.01682
H 1.26547 -3.59057 -1.23025
H 2.76073 -3.06058 -0.47580
H 2.63882 -3.21138 -2.64125
H 3.87680 -3.11931 -4.50828
H 4.60725 -1.25690 -5.76106
H 4.04259 1.00258 -5.30766
H 2.59302 1.85393 -3.81925
H -0.70034 2.14495 -2.70108
H 0.53088 2.03039 -3.96388
H 0.73710 4.16239 -3.09648
H 2.09688 3.33081 -2.35358
N -2.46891 -1.93407 -3.38405
C -1.63007 -2.17347 -2.35425
N -1.95741 -2.17728 -1.11198
C -3.26859 -1.84992 -0.75251
N -3.64607 -1.69775 0.46406
N -2.62833 -1.79417 1.41463
C -2.89459 -1.04456 2.40973
C -1.93309 -0.85439 3.51649
C -1.65311 0.45893 3.88097
C -0.69922 0.68682 4.85672
C -0.08224 -0.40306 5.44584
C -0.44957 -1.67456 5.02628
N -1.35052 -1.91568 4.08134
C -4.24511 -1.59448 -1.82347
C -5.56235 -1.22882 -1.55556
C -6.42035 -0.90907 -2.58776
C -5.97752 -0.96227 -3.90719
C -4.67045 -1.31136 -4.19252
C -3.80659 -1.61750 -3.14379
H -2.07872 -1.77294 -4.29667
H -0.59291 -2.35226 -2.62989
H -3.77794 -0.40672 2.39318
H -2.13626 1.27086 3.34797
H -0.41254 1.69739 5.11894
H 0.69852 -0.27874 6.18392
H 0.02517 -2.54748 5.46493
H -5.83262 -1.05737 -0.52352
H -7.42563 -0.57251 -2.37115
H -6.64830 -0.69014 -4.71297
H -4.30331 -1.32045 -5.21237
O -4.57695 1.56595 -0.91164
S -3.17417 1.92127 -0.67736
O -2.91170 3.35154 -0.87248
O -2.28377 1.11072 -1.59854
O -2.75814 1.51111 0.71653

As for the frontier orbital gap: 5.777 eV. As for the total charge: -2. Its relative energy (zero: lowest compared OMol25 entry of this formula, charge and spin) is 0.0 kJ/mol.